1.
C5H14O4 | the ωB97M-V functional and the def2-TZVPD basis

```
23
Properties=species:S:1:pos:R:3:nbo_charge:R:1
C -1.730 -0.268 1.131 1.05
C 0.181 1.307 0.880 -0.83
C -0.336 2.187 -0.249 -0.61
O -2.146 -0.205 -0.168 -0.70
O -2.413 0.577 1.908 -0.65
O -1.250 -1.315 1.605 -0.69
H -1.750 -0.940 -0.655 0.50
H -2.811 1.269 1.362 0.50
H 0.080 -1.521 1.154 0.52
H 1.266 1.460 0.966 0.22
H -0.194 1.618 1.853 0.21
H -0.055 3.236 -0.117 0.20
H 0.048 1.857 -1.216 0.19
H -1.424 2.166 -0.340 0.18
C 1.083 -1.876 -0.661 -0.05
C 1.905 -1.016 -1.607 -0.63
O 0.992 -1.250 0.619 -0.75
H 0.592 0.031 0.666 0.37
H 0.080 -2.044 -1.078 0.14
H 1.545 -2.858 -0.529 0.18
H 2.906 -0.875 -1.202 0.22
H 1.442 -0.039 -1.742 0.21
H 1.989 -1.500 -2.581 0.21
```

Its molar mass is 138.16 g/mol. As for the net charge: 0. As for the calculated total energy: -13599.8712 eV. The calculation puts the largest force on an atom at 3.1 eV Å⁻¹. As for the HOMO-LUMO gap: 8.94 eV. The HOMO energy is -8.48 eV. The value obtained for the energy relative to the best compared isomer or geometry (same formula, charge and spin) is 68.72 kcal per mole. Its multiplicity is 1. Its LUMO energy is 0.469 eV.

2.
C8H24O4 | the ωB97M-V functional and the def2-TZVPD basis

```
36
Properties=species:S:1:pos:R:3:nbo_charge:R:1
C 8.812 3.368 -19.870 -0.69
C 9.076 4.272 -18.662 -0.10
O 9.240 5.593 -19.103 -0.75
H 9.001 2.337 -19.570 0.22
H 9.442 3.588 -20.732 0.26
H 7.759 3.490 -20.127 0.21
H 9.951 3.896 -18.132 0.17
H 8.176 4.140 -18.061 0.18
H 9.181 6.225 -18.383 0.50
C 5.995 6.449 -22.869 -0.64
C 6.147 6.861 -24.332 -0.06
O 7.208 6.188 -24.911 -0.71
H 6.985 6.534 -22.420 0.20
H 5.725 5.417 -22.646 0.20
H 5.378 7.101 -22.251 0.21
H 6.312 7.937 -24.290 0.15
H 5.202 6.698 -24.849 0.18
H 8.020 6.637 -24.665 0.47
C 8.770 7.128 -21.096 -0.63
C 8.495 5.705 -21.469 -0.11
O 9.696 4.990 -21.251 -0.70
H 8.727 7.347 -20.029 0.21
H 7.955 7.680 -21.563 0.20
H 9.705 7.468 -21.542 0.23
H 8.239 5.537 -22.515 0.22
H 7.703 5.264 -20.864 0.19
H 9.897 4.786 -20.335 0.54
C 9.302 3.843 -24.013 -0.62
C 10.553 3.829 -23.158 -0.07
O 10.926 5.109 -22.688 -0.81
H 9.363 4.540 -24.849 0.21
H 8.559 4.318 -23.373 0.18
H 8.899 2.898 -24.377 0.21
H 11.457 3.471 -23.653 0.17
H 10.339 3.141 -22.341 0.12
H 10.466 5.295 -21.866 0.45
```

Its molar mass is 184.28 g/mol. As for the net charge: 0. As for the calculated total energy: -16867.2253 eV. The calculation puts the largest force on an atom at 10.7 eV Å⁻¹. As for the HOMO-LUMO gap: 8.63 eV. The HOMO energy is -8.36 eV. The value obtained for the energy relative to the best compared isomer or geometry (same formula, charge and spin) is 172.58 kcal per mole. Its multiplicity is 1. Its LUMO energy is 0.268 eV.

3.
C2H5N5O | the ωB97M-V functional and the def2-TZVPD basis

```
13
Properties=species:S:1:pos:R:3:nbo_charge:R:1
C 0.716 0.373 -0.061 0.47
C -1.247 -0.387 -0.091 0.72
H 2.304 -1.742 -0.220 0.35
H 3.656 -0.889 0.156 0.36
H -2.121 -2.056 0.302 0.52
H -2.273 1.260 0.536 0.39
H -0.167 2.230 -0.580 0.37
N 2.530 -0.741 0.193 -0.68
N 1.940 0.399 -0.168 -0.32
N -0.016 -0.723 -0.093 -0.60
N -1.491 0.997 -0.052 -0.50
N -0.151 1.616 0.211 -0.43
O -2.237 -1.195 0.011 -0.65
```

As for the SMILES: N/N=c1\nc(O)[nH][nH]1. Its molar mass is 115.10 g/mol. As for the net charge: 0. As for the calculated total energy: -11649.6121 eV. The calculation puts the largest force on an atom at 8.2 eV Å⁻¹. As for the HOMO-LUMO gap: 7.96 eV. The HOMO energy is -7.47 eV. The value obtained for the energy relative to the best compared isomer or geometry (same formula, charge and spin) is 67.63 kcal per mole. Its multiplicity is 1. Its LUMO energy is 0.487 eV.

4.
C4H15N2O | the ωB97M-V functional and the def2-TZVPD basis

```
22
Properties=species:S:1:pos:R:3:nbo_charge:R:1
C 1.510 1.702 -0.055 -0.21
C 1.075 0.844 -1.354 -0.43
C -0.304 0.264 -1.302 -0.22
C -1.394 -1.897 -0.732 -0.45
N -0.459 -0.867 -0.265 -0.54
N 1.451 0.810 1.108 -0.91
H 0.944 2.610 0.053 0.21
H 2.569 1.921 -0.232 0.20
H 1.446 1.389 -2.213 0.26
H 1.710 -0.093 -1.248 0.19
H -0.750 -0.118 -2.205 0.23
H -1.101 0.989 -1.086 0.22
H -1.168 -2.035 -1.805 0.23
H -2.437 -1.825 -0.479 0.25
H -1.231 -2.857 -0.225 0.24
H 0.503 -1.157 -0.057 0.44
H -0.711 -0.369 0.617 0.49
H 2.274 0.259 1.275 0.39
H 0.945 1.149 1.906 0.39
H -2.384 -0.193 2.610 0.49
H -1.025 -0.112 3.244 0.49
O -1.463 -0.414 2.445 -0.96
```

Its molar mass is 107.18 g/mol. As for the net charge: +1. As for the calculated total energy: -9412.1997 eV. The calculation puts the largest force on an atom at 3.1 eV Å⁻¹. As for the HOMO-LUMO gap: 10.19 eV. The HOMO energy is -12.98 eV. The value obtained for the energy relative to the best compared isomer or geometry (same formula, charge and spin) is 33.73 kcal per mole. Its multiplicity is 1. Its LUMO energy is -2.782 eV.